a:
{
  "formula": "C5H7N2",
  "method": "ωB97M-V with the def2-TZVPD basis set",
  "symbols": ["C", "N", "C", "C", "N", "C", "C", "H", "H", "H", "H", "H", "H", "H"],
  "xyz": [[-0.541, -2.326, 0.749], [-0.473, -1.079, 0.035], [-1.096, -0.718, -1.099], [-0.798, 0.513, -1.413], [0.065, 1.110, -0.619], [0.683, 2.388, -0.562], [0.306, -0.074, 0.436], [-1.300, -2.969, 0.313], [0.420, -2.841, 0.711], [-0.791, -2.147, 1.797], [1.221, 2.479, 0.381], [-0.063, 3.183, -0.615], [1.392, 2.508, -1.382], [0.977, -0.027, 1.268]],
  "smiles": "Cn1c#c[n+](C)c1",
  "charge": 1,
  "e_lumo_ev": [-7.4, -7.3]
}

***

b:
{
  "formula": "C5H7N2",
  "method": "ωB97M-V with the def2-TZVPD basis set",
  "symbols": ["C", "C", "C", "N", "C", "N", "C", "H", "H", "H", "H", "H", "H", "H"],
  "xyz": [[2.364, -0.796, 0.494], [1.259, -1.310, 0.621], [-0.283, -1.384, 0.348], [-0.532, -2.237, -0.798], [-0.348, -0.008, 0.154], [-0.465, 1.141, 0.168], [-0.685, 2.480, 0.077], [3.434, -0.606, 0.500], [-0.976, -1.756, 1.110], [-1.481, -2.139, -1.116], [0.068, -2.006, -1.597], [-1.613, 2.886, 0.716], [0.223, 3.023, 0.289], [-0.965, 2.712, -0.968]],
  "smiles": "C#C[C@H](N)C#[N+]C",
  "charge": 1,
  "e_lumo_ev": -4.3
}

***

c:
{
  "formula": "C5H7N2",
  "method": "ωB97M-V with the def2-TZVPD basis set",
  "symbols": ["C", "C", "C", "C", "N", "C", "N", "H", "H", "H", "H", "H", "H", "H"],
  "xyz": [[-1.713, 1.267, 0.020], [-2.067, -0.022, 0.001], [-1.243, -1.205, -0.003], [0.088, -1.447, 0.019], [1.077, -0.530, 0.032], [2.197, -0.179, 0.008], [3.321, 0.414, -0.005], [-2.453, 2.048, 0.017], [-0.686, 1.596, 0.049], [-3.126, -0.245, -0.021], [-1.828, -2.117, -0.034], [0.434, -2.476, 0.019], [3.767, 0.744, 0.844], [3.805, 0.591, -0.879]],
  "smiles": "C=C/C=C\\[N+]#CN",
  "charge": 1,
  "e_lumo_ev": [-4.8, -4.8]
}

***

Preferred: c; penalty for the next structure: 208.4 kJ/mol.

***

a:
{
  "formula": "C5H7N2",
  "method": "ωB97M-V with the def2-TZVPD basis set",
  "symbols": ["C", "C", "C", "C", "C", "N", "N", "H", "H", "H", "H", "H", "H", "H"],
  "xyz": [[2.277, -0.387, 0.080], [1.869, 0.943, -0.104], [1.090, -1.162, 0.120], [-2.164, 0.413, 0.139], [-1.251, -0.477, -0.241], [0.571, 0.953, -0.053], [0.090, -0.332, -0.003], [3.241, -0.935, -0.007], [2.408, 1.861, -0.368], [1.100, -2.209, 0.196], [-3.194, 0.421, 0.063], [-1.681, 1.238, 0.547], [-1.491, -1.697, -1.076], [-0.057, 1.656, 0.062]],
  "charge": 1,
  "e_lumo_ev": -4.4
}

***

b:
{
  "formula": "C5H7N2",
  "method": "ωB97M-V with the def2-TZVPD basis set",
  "symbols": ["C", "C", "N", "C", "N", "C", "C", "H", "H", "H", "H", "H", "H", "H"],
  "xyz": [[-1.288, -1.391, 0.998], [-0.799, -0.280, 1.877], [0.339, 0.234, 1.551], [1.042, 0.019, 0.537], [2.167, -0.099, -0.253], [1.254, 0.609, -0.761], [0.816, 1.338, -1.917], [-0.861, -1.290, -0.061], [-2.395, -1.311, 0.836], [-1.001, -2.332, 1.337], [-1.412, -0.073, 2.722], [-0.161, 1.831, -1.786], [0.689, 0.709, -2.777], [1.610, 2.037, -2.302]],
  "smiles": "C/C=N\\C1=[N+]=C1C",
  "charge": 1,
  "e_lumo_ev": -4.8
}

***

Preferred: a; penalty for the next structure: 28.9 kJ/mol.

***

a:
{
  "formula": "C4H6O3S",
  "method": "ωB97M-V with the def2-TZVPD basis set",
  "symbols": ["C", "C", "O", "C", "C", "S", "O", "O", "H", "H", "H", "H", "H", "H"],
  "xyz": [[1.722, 0.352, 0.735], [0.605, 0.819, -0.142], [0.487, 0.165, -1.365], [-0.539, -0.695, -1.550], [-1.494, -0.928, -0.667], [-1.258, 0.080, 0.799], [-0.974, -0.724, 1.955], [-2.263, 1.100, 0.907], [1.712, 0.913, 1.664], [2.688, 0.496, 0.250], [1.604, -0.704, 0.962], [0.486, 1.891, -0.257], [-0.468, -1.153, -2.527], [-2.308, -1.610, -0.763]],
  "smiles": "C[C@H]1OC=CS1(=O)=O",
  "charge": 0,
  "e_lumo_ev": 0.7
}

***

b:
{
  "formula": "C4H6O3S",
  "method": "ωB97M-V with the def2-TZVPD basis set",
  "symbols": ["C", "C", "O", "O", "C", "C", "O", "S", "H", "H", "H", "H", "H", "H"],
  "xyz": [[-2.217, -0.272, -0.859], [-0.958, 0.138, -0.057], [-0.896, 1.377, 0.318], [-0.127, -0.924, 0.267], [1.171, -0.651, 0.892], [2.103, 0.295, -0.003], [1.583, 1.468, -0.016], [3.680, -0.074, -0.514], [-2.134, -0.102, -2.029], [-2.936, 0.458, -0.543], [-2.550, -1.467, -0.775], [1.061, -0.101, 1.822], [1.490, -1.639, 1.123], [0.730, 1.495, 0.375]],
  "smiles": "CC(=O)OCC(O)=S",
  "charge": 0,
  "e_lumo_ev": 0.1
}

***

c:
{
  "formula": "C4H6O3S",
  "method": "ωB97M-V with the def2-TZVPD basis set",
  "symbols": ["C", "C", "C", "C", "O", "O", "O", "S", "H", "H", "H", "H", "H", "H"],
  "xyz": [[-0.352, 0.985, 0.310], [0.966, 0.915, 0.243], [-1.394, -0.096, -0.037], [-1.559, -0.891, 1.260], [3.132, -0.179, -0.397], [1.163, -0.389, -1.995], [-0.858, -1.841, 1.466], [1.732, -0.554, -0.418], [-0.593, 1.924, 0.810], [1.502, 1.714, 0.625], [-2.303, 0.274, -0.333], [-0.929, -0.583, -0.874], [-2.202, -0.578, 2.084], [1.696, -0.702, -2.745]],
  "charge": 0,
  "e_lumo_ev": 0.2
}

***

Preferred: b; penalty for the next structure: 69.3 kJ/mol.

***

a:
{
  "formula": "C4H9B",
  "method": "ωB97M-V with the def2-TZVPD basis set",
  "symbols": ["C", "C", "B", "C", "C", "H", "H", "H", "H", "H", "H", "H", "H", "H"],
  "xyz": [[1.994, 0.254, 0.200], [0.946, -0.751, -0.166], [-0.499, -0.255, -0.223], [-1.651, 0.845, -0.101], [-2.166, -0.527, 0.219], [1.892, 0.452, 1.270], [3.087, -0.085, 0.341], [1.719, 1.232, -0.346], [1.293, -1.325, -0.985], [0.865, -1.559, 0.613], [-1.803, 1.739, 0.623], [-1.891, 1.276, -1.061], [-2.953, -0.890, -0.369], [-2.075, -0.742, 1.253]],
  "smiles": "CCB1CC1",
  "charge": 0,
  "e_lumo_ev": 0.6
}

***

b:
{
  "formula": "C4H9B",
  "method": "ωB97M-V with the def2-TZVPD basis set",
  "symbols": ["B", "C", "C", "C", "C", "H", "H", "H", "H", "H", "H", "H", "H", "H"],
  "xyz": [[0.873, 1.082, -0.903], [-2.602, 0.109, 0.436], [-2.650, -0.261, -0.821], [2.254, 0.761, 1.114], [1.234, 0.071, 0.163], [-3.355, -0.310, 1.073], [-1.999, 0.934, 0.887], [-2.126, 0.218, -1.698], [-3.396, -0.961, -1.216], [2.797, 0.151, 1.845], [3.166, 1.098, 0.518], [1.753, 1.555, 1.632], [1.683, -0.832, -0.078], [0.234, -0.167, 0.662]],
  "charge": 0,
  "e_lumo_ev": 0.5
}

***

Preferred: a; penalty for the next structure: 216.1 kJ/mol.

***

a:
{
  "formula": "C3H5N2O2S",
  "method": "ωB97M-V with the def2-TZVPD basis set",
  "symbols": ["C", "C", "C", "N", "N", "O", "O", "S", "H", "H", "H", "H", "H"],
  "xyz": [[2.155, 0.316, -0.077], [-0.220, 0.262, -0.081], [0.007, -1.231, 0.165], [1.104, 1.014, -0.154], [4.915, 0.233, -0.022], [5.053, 1.240, 0.436], [4.908, -0.769, -0.531], [1.851, -1.398, 0.231], [-0.636, 0.685, -1.194], [-0.740, 0.884, 0.690], [-0.307, -1.569, 1.253], [-0.453, -1.821, -0.586], [1.083, 2.001, -0.453]],
  "charge": 1,
  "e_lumo_ev": [-6.3, -6.3]
}

***

b:
{
  "formula": "C3H5N2O2S",
  "method": "ωB97M-V with the def2-TZVPD basis set",
  "symbols": ["N", "C", "N", "C", "C", "S", "O", "O", "H", "H", "H", "H", "H"],
  "xyz": [[0.282, -2.326, -0.189], [0.212, -1.061, 0.050], [-1.112, -0.310, 0.071], [-0.934, 0.932, 0.120], [0.415, 1.500, -0.002], [1.559, 0.158, 0.123], [2.223, -0.182, -1.131], [2.255, 0.240, 1.361], [-0.461, -3.004, -0.103], [1.071, -2.942, -0.085], [-1.832, 1.524, 0.362], [0.822, 2.046, -0.996], [0.608, 1.968, 0.887]],
  "smiles": "[NH2+]=C1N=CCS1(=O)=O",
  "charge": 1,
  "e_lumo_ev": -6.4
}

***

Preferred: b; penalty for the next structure: 374.2 kJ/mol.

***

a:
{
  "formula": "C2H2BrO2S",
  "method": "ωB97M-V with the def2-TZVPD basis set",
  "symbols": ["O", "C", "O", "C", "S", "Br", "H", "H"],
  "xyz": [[0.881, -1.133, 1.166], [0.238, -1.133, 0.116], [-0.079, -2.018, -0.744], [-0.193, 0.412, -0.390], [0.594, 1.765, 0.324], [-2.193, 0.692, -0.297], [0.052, 0.427, -1.673], [0.699, 0.987, 1.497]],
  "smiles": "O=C([O-])[C@H](S)Br",
  "charge": -1,
  "e_lumo_ev": 3.3
}

***

b:
{
  "formula": "C2H2BrO2S",
  "method": "ωB97M-V with the def2-TZVPD basis set",
  "symbols": ["C", "C", "O", "O", "S", "Br", "H", "H"],
  "xyz": [[-0.207, -1.047, -0.115], [0.163, 0.214, 0.514], [-0.588, -1.012, -1.454], [-0.207, -2.033, 0.554], [-0.498, 1.721, -0.070], [2.620, -0.165, -0.033], [0.549, 0.246, 1.643], [-0.583, -0.157, -1.925]],
  "charge": -1,
  "e_lumo_ev": [3.1, 3.1]
}

***

Preferred: b; penalty for the next structure: 53.4 kJ/mol.